93
Properties=species:S:1:pos:R:3:lowdin_charge:R:1 method="wB97M-V/def2-TZVPD" homo_energy_ev=-9.42 max_force_ev_per_a=2.73 total_charge=0 de_lowest_kcal_mol=75.4 energy_ev=-81209.7894
C -1.823 4.652 3.645 -0.106
C -0.496 4.968 2.955 -0.265
C -0.130 4.250 1.664 -0.166
C -0.829 4.677 0.381 -0.126
N -0.754 3.676 -0.690 -0.233
C 0.693 3.498 -1.168 -0.065
C 0.496 3.214 -2.629 -0.177
C -0.639 4.055 -3.056 -0.164
C -1.581 4.153 -1.896 -0.091
C -1.417 2.331 -0.272 0.045
H -1.958 5.161 4.599 0.076
H -1.964 3.616 3.954 0.072
H -2.600 4.878 2.915 0.064
H 0.296 4.740 3.669 0.112
H -0.507 6.056 2.893 0.110
H 0.022 3.220 1.985 0.126
H 0.911 4.571 1.628 0.117
H -0.425 5.539 -0.150 0.143
H -1.902 4.840 0.487 0.133
H 1.284 2.721 -0.682 0.123
H 1.206 4.444 -1.000 0.143
H 0.356 2.170 -2.912 0.120
H 1.432 3.452 -3.136 0.134
H -1.089 3.481 -3.866 0.129
H -0.270 5.010 -3.428 0.129
H -2.488 3.559 -2.005 0.130
H -2.005 5.153 -1.797 0.132
H -2.458 2.427 0.037 0.101
H -0.775 1.959 0.526 0.083
H -1.342 1.558 -1.036 0.109
B 0.167 -1.009 -0.178 -1.375
F -0.710 -1.536 -1.131 0.122
F 1.097 -0.083 -0.724 0.099
F -0.517 -0.262 0.736 0.151
F 0.878 -2.007 0.406 0.185
C -4.102 0.019 0.474 -0.229
C -3.490 -1.215 1.254 -0.225
O -4.511 -1.889 2.009 -0.039
O -5.313 -0.439 -0.036 -0.071
H -3.536 0.286 -0.419 0.105
H -4.256 0.852 1.160 0.114
H -2.645 -0.792 1.796 0.085
H -2.935 -1.857 0.569 0.107
H -5.185 -1.867 1.326 0.060
H -5.355 -0.224 -0.970 0.096
C 3.504 0.743 0.853 -0.204
C 3.900 1.705 -0.342 -0.255
O 4.166 3.016 0.033 -0.073
O 4.639 0.508 1.717 -0.120
H 3.367 -0.254 0.434 0.073
H 2.609 1.028 1.406 0.115
H 3.273 1.760 -1.233 0.099
H 4.829 1.325 -0.768 0.116
H 5.002 2.979 0.504 0.087
H 5.067 -0.289 1.396 -0.049
C 2.184 -1.745 -3.252 -0.228
C 1.252 -1.305 -4.417 -0.219
O 1.894 -1.162 -5.684 -0.074
O 1.434 -2.576 -2.426 -0.063
H 2.649 -0.969 -2.644 0.110
H 3.012 -2.314 -3.675 0.116
H 1.017 -0.276 -4.144 0.094
H 0.234 -1.683 -4.507 0.117
H 2.423 -1.938 -5.882 0.077
H 0.730 -2.043 -2.049 0.022
C -1.096 -2.919 3.444 -0.222
C -0.082 -2.394 4.401 -0.221
O 0.006 -3.344 5.460 -0.068
O -0.512 -3.940 2.630 -0.070
H -1.620 -2.203 2.811 0.085
H -1.959 -3.485 3.795 0.130
H -0.373 -1.442 4.844 0.119
H 0.947 -2.413 4.044 0.106
H 0.754 -3.864 5.158 0.075
H -0.441 -3.627 1.725 0.061
C -2.647 -5.449 -2.855 -0.258
C -2.242 -4.105 -2.309 -0.259
O -1.167 -4.317 -1.434 -0.052
O -2.159 -5.826 -4.116 -0.067
H -3.729 -5.408 -2.981 0.115
H -2.367 -6.264 -2.187 0.125
H -3.141 -3.703 -1.842 0.108
H -1.949 -3.414 -3.101 0.120
H -0.825 -3.453 -1.193 0.036
H -1.200 -5.804 -4.129 0.086
Cl 4.632 -3.338 3.863 0.465
C 3.388 -3.059 2.480 -0.601
C 3.846 -3.345 1.076 -0.609
Cl 5.228 -2.312 0.710 0.659
H 3.080 -2.016 2.407 0.059
H 2.487 -3.647 2.655 0.065
H 3.004 -3.027 0.462 0.067
H 4.123 -4.395 0.978 0.083